Entry from the Open Molecules 2025 dataset: a cluster of 2 separate species, C32H46N2O3 in total in a non-equilibrium geometry (wB97M-V/def2-TZVPD).

Properties
spin multiplicity = 1
energy above the lowest of the compared OMol25 structures with the same formula, charge and spin = 30.7 kcal per mole
net charge = 0

```
83
Properties=species:S:1:pos:R:3:forces:R:3
C -1.0536 0.7665 2.4614 -0.5 0.2 0.2
C 0.3306 0.3628 2.0320 0.4 0.5 -0.1
O 1.0679 1.5631 1.7252 -1.6 -0.9 0.5
C 2.3649 1.3078 1.4206 2.8 1.8 -0.5
C 3.1184 2.5485 1.2040 -0.2 -2.2 0.6
C 4.4976 2.5181 0.8077 -0.6 0.4 -0.4
O 5.0245 3.5435 0.3163 0.3 -0.1 0.3
C 5.3903 1.2860 0.9353 -0.2 0.1 0.3
C 5.4266 0.3800 -0.2878 0.1 -0.3 0.0
C 5.9232 1.0406 -1.5905 0.0 -0.4 0.0
C 4.8375 1.2237 -2.6694 0.0 0.0 -0.2
C 4.4181 2.6766 -2.9287 0.1 0.3 0.0
C 2.9120 2.8704 -3.1508 0.2 -0.1 0.2
C 2.1369 2.9157 -1.8312 0.1 -0.1 0.1
C 2.2516 4.2729 -1.1340 0.0 0.0 -0.1
C 1.5531 4.2997 0.2269 0.0 0.5 0.4
C 2.4330 3.8628 1.4140 0.2 0.0 -0.4
O 2.7694 0.1469 1.3345 -0.4 -0.2 0.0
H -1.7010 -0.1174 2.4983 0.0 0.0 0.0
H -1.0612 1.2218 3.4600 0.1 0.0 -0.2
H -1.5150 1.4755 1.7628 0.3 -0.1 0.2
H 0.8495 -0.1666 2.8454 -0.2 -0.1 -0.4
H 0.3000 -0.2764 1.1338 0.1 0.0 0.3
H 6.4058 1.6681 1.0949 -0.2 0.0 0.2
H 5.0530 0.6961 1.7919 0.2 0.0 -0.1
H 6.1195 -0.4426 -0.0601 -0.2 0.1 0.1
H 4.4394 -0.0852 -0.3960 0.1 0.1 -0.2
H 6.3979 2.0001 -1.3428 -0.1 -0.2 -0.2
H 6.6932 0.3736 -2.0068 0.0 0.3 0.1
H 5.2059 0.7900 -3.6130 -0.2 0.1 0.2
H 3.9566 0.6300 -2.3867 0.1 0.1 0.0
H 4.7258 3.2913 -2.0682 -0.1 -0.1 -0.2
H 4.9621 3.0699 -3.8020 0.0 -0.1 0.2
H 2.7666 3.8100 -3.6994 -0.2 -0.1 0.0
H 2.5064 2.0554 -3.7582 0.1 0.0 -0.2
H 1.0732 2.6924 -2.0193 0.1 0.1 0.0
H 2.4969 2.1342 -1.1373 -0.1 0.2 -0.4
H 3.3115 4.5442 -1.0045 -0.3 -0.1 0.0
H 1.8023 5.0378 -1.7941 0.1 -0.2 0.1
H 1.2235 5.3310 0.4071 -0.2 -0.1 0.1
H 0.6609 3.6614 0.2132 0.0 0.1 -0.1
H 1.8274 3.7973 2.3306 0.0 0.2 -0.2
H 3.2297 4.6067 1.5587 -0.3 -0.1 0.0
C -0.3592 -7.3432 0.2384 -0.2 0.2 0.3
N -1.0722 -6.6913 -0.8469 0.2 0.4 -0.2
C -1.6246 -7.5837 -1.8488 0.0 -0.1 -0.1
C -1.3338 -5.3440 -0.8474 0.0 -0.1 -0.3
C -1.3975 -4.6339 -2.0852 -0.1 0.2 0.1
C -1.5571 -3.2661 -2.0930 0.2 -0.4 0.4
C -1.8777 -2.5761 -0.8950 0.1 -0.5 0.0
C -2.1309 -1.1899 -0.9848 -0.9 -0.1 0.3
C -3.1539 -0.5249 -0.2892 0.2 0.0 0.2
C -3.0460 0.8849 -0.1360 -0.3 0.2 -0.1
C -3.9358 1.5777 0.6420 0.2 0.0 -0.1
C -5.0628 0.9212 1.2152 0.1 0.5 0.6
N -5.8762 1.5993 2.0855 0.2 -0.1 -0.6
C -7.2814 1.2738 2.2557 -0.1 -0.5 0.0
C -5.3624 2.5805 3.0289 0.0 0.4 0.1
C -5.2836 -0.4494 0.9090 0.1 -0.5 -0.4
C -4.3063 -1.1819 0.2581 -0.1 0.5 0.2
C -1.9156 -3.3057 0.3321 0.0 0.3 -0.3
C -1.5294 -4.6269 0.3652 0.1 -0.3 0.1
H 0.5255 -6.7570 0.5285 -0.3 -0.2 -0.1
H -0.9978 -7.4697 1.1272 0.2 -0.2 -0.1
H -0.0374 -8.3258 -0.1318 0.0 0.3 0.3
H -1.8634 -7.0513 -2.7706 0.1 -0.2 0.1
H -0.8964 -8.3802 -2.0460 -0.2 0.2 -0.2
H -2.5515 -8.0577 -1.4837 0.2 0.1 -0.1
H -1.2559 -5.1711 -3.0211 0.1 0.2 0.3
H -1.4872 -2.6994 -3.0206 0.0 -0.2 0.1
H -1.5495 -0.6067 -1.6992 0.0 -0.1 0.1
H -2.2001 1.3900 -0.6158 -0.3 -0.1 0.3
H -3.7860 2.6433 0.8187 -0.1 -0.4 -0.1
H -7.7615 1.1062 1.2812 0.1 0.1 0.3
H -7.4283 0.3708 2.8721 -0.1 0.3 0.0
H -7.7589 2.1331 2.7463 0.0 -0.4 -0.2
H -4.3788 2.9571 2.7320 -0.3 -0.1 0.1
H -6.0822 3.4122 3.0925 0.4 -0.1 0.0
H -5.2681 2.1441 4.0404 0.0 0.0 -0.4
H -6.2062 -0.9297 1.2408 0.4 0.1 0.0
H -4.4103 -2.2617 0.1408 -0.1 0.4 -0.1
H -2.2181 -2.7918 1.2524 0.4 -0.2 -0.4
H -1.4135 -5.1595 1.3182 -0.2 0.3 -0.5
```
Forces are in eV/Å.